Model A:
Molecular formula: C5H13NO2
Method: DFT, wB97M-V/def2-TZVPD

Results
structure (SMILES)	CC[C@@H](C)NC=O.O
LUMO energy	0.6	eV

Element x y z (Å)
C (-2.139, 0.944, -1.483)
C (-0.794, 0.376, -0.954)
C (-0.264, 0.811, 0.445)
C (-0.249, -0.315, 1.475)
N (1.128, 1.401, 0.292)
C (2.190, 1.015, -0.506)
O (2.001, 0.411, -1.547)
H (-2.158, 1.980, -1.812)
H (-2.479, 0.196, -2.215)
H (-2.951, 0.743, -0.733)
H (-0.975, -0.679, -0.916)
H (-0.157, 0.607, -1.825)
H (-0.836, 1.695, 0.792)
H (-0.068, 0.140, 2.430)
H (0.680, -0.958, 1.382)
H (-1.040, -1.043, 1.428)
H (1.472, 1.598, 1.260)
H (3.124, 1.534, -0.245)
O (1.173, -3.750, 1.202)
H (0.566, -3.716, 0.455)
H (1.775, -2.988, 1.074)

---

Model B:
Molecular formula: C5H13NO2
Method: DFT, wB97M-V/def2-TZVPD

Results
structure (SMILES)	CN(C)CO.CC=O
LUMO energy	1.0	eV

Element x y z (Å)
C (0.764, 0.357, -1.335)
N (1.764, 0.422, -0.283)
C (1.173, 0.283, 1.035)
C (2.847, -0.512, -0.509)
O (3.607, -0.149, -1.632)
H (0.054, 1.173, -1.210)
H (1.252, 0.458, -2.302)
H (0.213, -0.599, -1.325)
H (1.938, 0.432, 1.799)
H (0.711, -0.707, 1.194)
H (0.404, 1.044, 1.163)
H (3.467, -0.531, 0.399)
H (2.495, -1.538, -0.714)
H (3.836, 0.785, -1.531)
C (-4.184, -0.309, 0.985)
C (-2.797, -0.075, 0.521)
O (-2.173, 0.996, 0.524)
H (-4.592, 0.599, 1.432)
H (-4.791, -0.643, 0.141)
H (-4.173, -1.133, 1.702)
H (-1.816, -0.352, -0.054)

---

Model C:
Molecular formula: C5H13NO2
Method: DFT, wB97M-V/def2-TZVPD

Results
structure (SMILES)	CCNCCC=O.O
LUMO energy	0.8	eV

Element x y z (Å)
C (-2.151, -0.266, 2.582)
C (-1.504, -0.964, 1.357)
N (-1.356, 0.085, 0.400)
C (-1.452, -0.459, -1.003)
C (-0.832, 0.423, -2.042)
C (0.589, 0.152, -2.047)
O (1.225, -0.285, -2.945)
H (-1.647, -0.552, 3.500)
H (-1.856, 0.852, 2.681)
H (-3.186, -0.399, 2.457)
H (-2.269, -1.723, 0.932)
H (-0.493, -1.422, 1.552)
H (-2.135, 0.865, 0.492)
H (-2.447, -0.657, -1.278)
H (-1.117, -1.535, -1.131)
H (-1.408, 0.272, -3.019)
H (-1.006, 1.466, -1.861)
H (1.024, 0.470, -0.987)
O (4.771, 1.198, 2.423)
H (5.695, 0.853, 2.336)
H (4.484, 0.293, 2.623)

---

Which structure is the least stable? The one labeled model B.

---

Model A:
Molecular formula: C5H13NO2
Method: DFT, wB97M-V/def2-TZVPD

Results
structure (SMILES)	C=C(N)CCCO.O
LUMO energy	0.8	eV

Element x y z (Å)
C (-1.939, 1.182, 0.351)
C (-1.530, 0.132, -0.354)
N (-1.467, 0.097, -1.736)
C (-0.749, -0.999, 0.309)
C (0.407, -1.692, -0.416)
C (1.615, -0.772, -0.611)
O (2.123, -0.391, 0.664)
H (-1.805, 1.385, 1.403)
H (-2.550, 2.002, -0.027)
H (-0.940, -0.615, -2.206)
H (-2.011, 0.751, -2.275)
H (-0.399, -0.534, 1.237)
H (-1.426, -1.770, 0.652)
H (0.759, -2.498, 0.225)
H (0.081, -2.037, -1.401)
H (1.524, 0.075, -1.299)
H (2.460, -1.352, -1.004)
H (1.699, 0.397, 1.060)
O (1.078, 2.036, 1.494)
H (0.394, 1.992, 0.816)
H (0.624, 1.707, 2.252)

---

Model B:
Molecular formula: C5H13NO2
Method: DFT, wB97M-V/def2-TZVPD

Results
structure (SMILES)	CCC(=O)N(C)C.O
LUMO energy	0.7	eV

Element x y z (Å)
C (1.749, 0.057, -1.940)
C (1.012, -0.894, -0.924)
C (0.500, -0.086, 0.265)
O (0.845, 1.069, 0.363)
N (-0.348, -0.640, 1.187)
C (-1.066, -1.883, 0.832)
C (-0.967, 0.178, 2.177)
H (2.498, 0.772, -1.560)
H (0.859, 0.621, -2.267)
H (2.173, -0.467, -2.812)
H (0.151, -1.382, -1.419)
H (1.694, -1.692, -0.571)
H (-0.473, -2.652, 0.309)
H (-1.821, -1.486, 0.133)
H (-1.587, -2.357, 1.681)
H (-1.428, -0.473, 2.938)
H (-1.766, 0.740, 1.664)
H (-0.302, 0.896, 2.684)
O (-0.888, 3.426, -0.764)
H (0.065, 3.660, -0.691)
H (-0.900, 2.591, -1.285)

---

Which structure is the least stable? The one labeled model A.

---

Model A:
Molecular formula: C5H13NO2
Method: DFT, wB97M-V/def2-TZVPD

Results
LUMO energy (spin up / spin down)	0.3 / 0.3	eV

Element x y z (Å)
C (0.349, -0.175, 1.830)
C (1.015, 0.445, -0.790)
C (1.673, 0.168, 0.426)
C (-2.046, 0.045, -0.806)
C (0.871, -0.613, -1.830)
N (-0.480, 0.898, 1.941)
O (-1.024, 0.953, -0.563)
O (-0.219, -1.350, 1.452)
H (-1.078, -1.173, 1.037)
H (1.066, -0.334, 2.633)
H (1.013, 1.465, -1.147)
H (-0.045, 1.698, 2.379)
H (-0.900, 1.119, 0.966)
H (2.178, -0.790, 0.494)
H (2.207, 0.995, 0.884)
H (-2.863, 0.507, -1.383)
H (-2.521, -0.336, 0.128)
H (-1.750, -0.856, -1.367)
H (1.839, -0.773, -2.318)
H (0.141, -0.331, -2.585)
H (0.572, -1.562, -1.379)

---

Model B:
Molecular formula: C5H13NO2
Method: DFT, wB97M-V/def2-TZVPD

Results
structure (SMILES)	C=CC/C=C/N.O.O
LUMO energy	0.6	eV

Element x y z (Å)
C (-3.221, -0.659, 0.612)
C (-1.972, -1.034, 0.400)
C (-0.775, -0.225, 0.821)
C (0.091, 0.141, -0.359)
C (1.418, 0.162, -0.368)
N (2.229, 0.537, -1.431)
H (-4.060, -1.259, 0.290)
H (-3.474, 0.236, 1.166)
H (-1.749, -2.006, -0.049)
H (-1.137, 0.704, 1.258)
H (-0.182, -0.782, 1.541)
H (-0.443, 0.300, -1.301)
H (1.984, -0.164, 0.491)
H (3.160, 0.797, -1.170)
H (1.922, 0.620, -2.386)
O (0.194, -0.172, -5.187)
H (-0.513, 0.311, -4.748)
H (0.608, 0.282, -5.917)
O (2.069, 1.035, 5.698)
H (2.294, 0.947, 4.764)
H (1.558, 0.230, 5.875)

---

Model C:
Molecular formula: C5H13NO2
Method: DFT, wB97M-V/def2-TZVPD

Results
structure (SMILES)	CC[C@@H](C=O)NC.O
LUMO energy	0.6	eV

Element x y z (Å)
C (-2.008, 0.404, 1.377)
C (-0.553, 0.851, 1.199)
C (-0.016, 0.400, -0.161)
C (-0.234, 1.496, -1.156)
O (-1.193, 1.533, -1.889)
N (1.427, 0.211, -0.037)
C (1.999, -0.429, -1.249)
H (-2.497, 0.767, 2.280)
H (-2.143, -0.681, 1.475)
H (-2.640, 0.735, 0.559)
H (0.009, 0.443, 2.042)
H (-0.545, 1.940, 1.302)
H (-0.536, -0.511, -0.470)
H (0.564, 2.269, -1.187)
H (1.579, -0.418, 0.741)
H (2.521, -1.339, -0.938)
H (2.671, 0.259, -1.742)
H (1.221, -0.778, -1.928)
O (0.450, -3.420, 1.323)
H (0.122, -2.934, 0.556)
H (-0.156, -3.191, 2.034)

---

Which structure is the least stable? The one labeled model A.

---

Model A:
Molecular formula: C5H13NO2
Method: DFT, wB97M-V/def2-TZVPD

Results
structure (SMILES)	C=C/C=C/CN.O.O
LUMO energy	0.5	eV

Element x y z (Å)
C (-0.638, 1.588, 1.831)
C (-1.620, 0.843, 1.339)
C (-1.469, 0.127, 0.042)
C (-0.541, 0.351, -0.869)
C (-0.228, -0.395, -2.137)
N (-0.428, 0.221, -3.436)
H (-0.363, 1.858, 2.842)
H (0.214, 1.814, 1.194)
H (-2.385, 0.504, 2.026)
H (-2.346, -0.475, -0.167)
H (0.250, 1.067, -0.664)
H (0.815, -0.710, -2.115)
H (-0.840, -1.289, -2.249)
H (-1.321, 0.392, -3.860)
H (0.205, 0.964, -3.635)
O (0.494, -0.963, 2.661)
H (-0.240, -1.541, 2.834)
H (0.924, -0.759, 3.482)
O (3.256, -1.092, 0.087)
H (2.703, -1.827, -0.110)
H (2.718, -0.739, 0.788)

---

Model B:
Molecular formula: C5H13NO2
Method: DFT, wB97M-V/def2-TZVPD

Results
structure (SMILES)	C[C@H](N)C(=O)O.CC
LUMO energy	0.7	eV

Element x y z (Å)
C (2.447, -1.083, -0.655)
C (1.226, -0.175, -0.598)
N (1.626, 1.225, -0.520)
C (0.448, -0.522, 0.806)
O (0.004, -1.615, 1.034)
O (0.879, 0.292, 1.773)
H (2.984, -0.952, -1.595)
H (2.142, -2.123, -0.565)
H (3.120, -0.861, 0.173)
H (0.554, -0.409, -1.434)
H (0.876, 1.843, -0.811)
H (2.443, 1.414, -1.089)
H (1.372, 1.024, 1.334)
C (-2.075, 0.854, 0.202)
C (-2.980, -0.357, 0.331)
H (-1.721, 1.201, 1.170)
H (-2.600, 1.702, -0.238)
H (-1.127, 0.545, -0.400)
H (-2.413, -1.223, 0.668)
H (-3.426, -0.617, -0.629)
H (-3.779, -0.166, 1.045)

---

Which structure is the least stable? The one labeled model A.